P:
Formula: C3H9N3
Source: the Open Molecules 2025 dataset
Level of theory: the ωB97M-V functional and the def2-TZVPD basis

Cartesian coordinates (Å):
C1 1.08 1.42 -0.41
C2 -1.03 1.65 0.42
C3 -0.27 -1.33 -0.45
H1 2.03 0.86 -0.24
H2 1.39 2.50 -0.02
H3 0.93 1.33 -1.54
H4 -0.97 2.72 0.42
H5 -1.66 1.28 -0.44
H6 -1.68 1.35 1.31
H7 0.84 -0.88 1.35
H8 -0.80 -0.82 -1.27
H9 0.71 -3.11 -0.03
N1 0.21 0.92 0.51
N2 -0.04 -0.53 0.62
N3 -0.10 -2.63 -0.68

For the lowest unoccupied orbital energy, the calculation gives 0.899 eV. Its charge is 0. As for the orbital gap: 10.02 eV. Its SMILES is [H]/N=C\NN(C)C.

Atomic partial charges in e from the Mulliken method, atoms 1 to 8:
1 C -0.940
2 C -0.770
3 C 0.081
4 H 0.347
5 H 0.343
6 H 0.278
7 H 0.326
8 H 0.271

=====

Q:
Formula: C3H9N3
Source: the Open Molecules 2025 dataset
Level of theory: the ωB97M-V functional and the def2-TZVPD basis

Cartesian coordinates (Å):
C1 -0.17 -1.42 0.89
C2 -0.84 1.43 0.47
C3 1.16 0.05 -1.24
N1 -0.88 -1.03 -0.30
N2 -1.22 0.46 -0.53
N3 -0.26 -0.25 -1.29
H1 0.54 -2.20 0.60
H2 0.36 -0.64 1.43
H3 -0.91 -1.86 1.56
H4 0.20 1.75 0.44
H5 -1.47 2.29 0.27
H6 -1.08 1.07 1.48
H7 1.59 0.18 -0.24
H8 1.66 -0.78 -1.73
H9 1.32 0.95 -1.83

For the lowest unoccupied orbital energy, the calculation gives 0.946 eV. Its charge is 0. As for the orbital gap: 9.31 eV. Its SMILES is Cn1n(C)n1C.

Atomic partial charges in e from the Mulliken method, atoms 1 to 8:
1 C -0.803
2 C -0.679
3 C -0.854
4 N -0.197
5 N -0.239
6 N 0.012
7 H 0.333
8 H 0.354

=====

Energy ordering: P at the bottom, the next structure 100.6 kJ/mol above.

=====

P:
Formula: C3H5NO3
Source: the Open Molecules 2025 dataset
Level of theory: the ωB97M-V functional and the def2-TZVPD basis

Cartesian coordinates (Å):
C1 1.22 -0.06 0.26
C2 -3.09 -0.40 -0.02
C3 2.66 0.04 -0.31
N1 -2.41 0.64 0.07
O1 -1.52 1.44 -0.06
O2 -4.25 -0.68 -0.25
O3 0.64 -0.94 0.83
H1 0.59 0.93 0.08
H2 -2.37 -1.23 0.55
H3 3.27 -0.72 0.20
H4 2.89 1.01 -0.05
H5 2.36 -0.03 -1.30

For the lowest unoccupied orbital energy (spin up / spin down), the calculation gives -1.874 / -1.876 eV. Its charge is 0. As for the orbital gap (spin up / spin down): 7.84 / 7.83 eV. Its SMILES is O=CN=O.CC=O.

Atomic partial charges in e from the Mulliken method, atoms 1 to 8:
1 C 0.370
2 C 0.240
3 C -0.956
4 N 0.482
5 O -0.418
6 O -0.536
7 O -0.456
8 H 0.159

=====

Q:
Formula: C3H5NO3
Source: the Open Molecules 2025 dataset
Level of theory: the ωB97M-V functional and the def2-TZVPD basis

Cartesian coordinates (Å):
C1 -0.32 1.80 0.01
C2 0.03 -0.39 0.10
C3 -0.47 -1.76 -0.13
N1 1.21 0.06 0.22
O1 1.02 1.66 0.40
O2 2.31 -0.38 0.37
O3 -0.99 0.59 0.15
H1 -0.75 2.72 0.54
H2 -0.33 1.92 -1.12
H3 -1.53 -1.57 -0.41
H4 -0.25 -2.31 0.80
H5 0.10 -2.33 -0.96

For the lowest unoccupied orbital energy, the calculation gives 0.800 eV. Its charge is 0. As for the orbital gap: 9.60 eV. Its SMILES is CC1=[N+]([O-])OCO1.

Atomic partial charges in e from the Mulliken method, atoms 1 to 8:
1 C -0.037
2 C 0.460
3 C -0.929
4 N 0.676
5 O -0.424
6 O -0.674
7 O -0.328
8 H 0.226

=====

R:
Formula: C3H5NO3
Source: the Open Molecules 2025 dataset
Level of theory: the ωB97M-V functional and the def2-TZVPD basis

Cartesian coordinates (Å):
C1 -0.80 0.78 1.23
N1 -0.33 0.94 -0.09
C2 0.84 0.24 -0.55
C3 0.60 -1.26 -0.76
O1 -0.31 -1.81 0.06
O2 1.06 -1.87 -1.67
O3 -1.78 0.12 1.50
H1 -0.41 1.40 2.05
H2 -0.59 1.80 -0.54
H3 1.78 0.39 -0.02
H4 1.05 0.62 -1.55
H5 -1.11 -1.36 0.34

For the lowest unoccupied orbital energy, the calculation gives 0.214 eV. Its charge is 0. As for the orbital gap: 10.17 eV. Its SMILES is O=CNCC(=O)O.

Atomic partial charges in e from the Mulliken method, atoms 1 to 8:
1 C 0.010
2 N -0.295
3 C -0.328
4 C 0.514
5 O -0.520
6 O -0.512
7 O -0.473
8 H 0.381

=====

Energy ordering: R at the bottom, the next structure 369.1 kJ/mol above.

=====

P:
Formula: C8H11N2O
Source: the Open Molecules 2025 dataset
Level of theory: the ωB97M-V functional and the def2-TZVPD basis

Cartesian coordinates (Å):
C1 2.23 -1.99 1.50
C2 0.95 -2.20 1.98
C3 2.45 -1.15 0.39
C4 -0.05 -1.43 1.36
C5 1.35 -0.56 -0.28
C6 -1.46 2.36 -0.74
C7 -1.49 1.43 -2.07
C8 -0.98 0.15 -0.39
N1 0.13 -0.73 0.27
N2 -1.18 1.36 0.32
O1 -0.67 0.30 -1.68
H1 3.08 -2.65 1.92
H2 0.76 -3.01 2.78
H3 3.43 -0.93 -0.14
H4 -1.10 -1.47 1.76
H5 1.50 0.14 -1.12
H6 -0.54 2.99 -0.74
H7 -2.29 2.88 -0.54
H8 -2.53 1.10 -2.24
H9 -1.16 1.97 -2.92
H10 -1.98 -0.33 -0.32
H11 -0.44 1.76 0.90

For the lowest unoccupied orbital energy, the calculation gives -4.210 eV. Its charge is +1. As for the orbital gap: 9.17 eV. Its SMILES is c1cc[n+]([C@H]2NCCO2)cc1.

Atomic partial charges in e from the Mulliken method, atoms 1 to 8:
1 C -0.023
2 C -0.687
3 C -0.559
4 C 0.334
5 C 0.068
6 C -0.609
7 C -0.418
8 C -0.080

=====

Q:
Formula: C8H11N2O
Source: the Open Molecules 2025 dataset
Level of theory: the ωB97M-V functional and the def2-TZVPD basis

Cartesian coordinates (Å):
C1 -0.55 -0.60 2.44
C2 -2.10 -0.73 -0.40
C3 -1.74 -2.01 0.01
C4 -1.21 0.42 -0.25
C5 0.11 -0.99 1.26
C6 0.19 0.11 0.19
C7 0.75 1.45 0.70
C8 1.19 -0.35 -0.85
N1 -1.13 -0.17 3.33
N2 -0.67 -2.23 0.76
O1 -0.34 -3.30 1.17
H1 -3.05 -0.73 -0.85
H2 -2.43 -2.89 -0.26
H3 -1.29 1.10 -1.26
H4 -1.63 1.17 0.40
H5 1.44 -1.20 1.63
H6 1.79 1.39 1.07
H7 0.34 1.91 1.62
H8 0.63 2.23 -0.15
H9 2.19 -0.19 -0.27
H10 1.16 0.19 -1.83
H11 1.03 -1.44 -1.11

For the lowest unoccupied orbital energy, the calculation gives -7.083 eV. Its charge is +1. As for the orbital gap: 8.60 eV.

Atomic partial charges in e from the Mulliken method, atoms 1 to 8:
1 C -0.105
2 C -0.279
3 C -0.223
4 C -1.058
5 C 0.044
6 C 0.980
7 C -1.693
8 C -1.253

=====

Energy ordering: P at the bottom, the next structure 412.4 kJ/mol above.

=====

P:
Formula: C5H10N2S
Source: the Open Molecules 2025 dataset
Level of theory: the ωB97M-V functional and the def2-TZVPD basis

Cartesian coordinates (Å):
C1 0.38 1.40 -0.70
C2 -0.83 0.76 0.02
C3 -1.02 -0.51 -0.93
C4 1.08 0.09 -0.26
C5 0.18 0.17 1.02
H1 1.11 2.34 -2.30
H2 0.35 0.93 -2.69
H3 0.79 2.20 -0.08
H4 -1.75 1.25 0.30
H5 -1.67 -1.31 -0.59
H6 -1.50 -0.14 -1.88
H7 0.58 -1.81 -0.65
H8 2.15 0.06 -0.18
H9 0.47 0.87 1.77
H10 0.71 -1.26 2.85
N1 0.33 1.76 -2.03
N2 0.40 -0.91 -1.13
S1 -0.31 -1.29 1.92

For the lowest unoccupied orbital energy, the calculation gives 0.741 eV. Its charge is 0. As for the orbital gap: 9.48 eV.

Atomic partial charges in e from the Mulliken method, atoms 1 to 8:
1 C -0.176
2 C -0.499
3 C -0.861
4 C -0.419
5 C -0.080
6 H 0.265
7 H 0.301
8 H 0.460

=====

Q:
Formula: C5H10N2S
Source: the Open Molecules 2025 dataset
Level of theory: the ωB97M-V functional and the def2-TZVPD basis

Cartesian coordinates (Å):
C1 -0.28 -0.06 -0.97
C2 -0.92 0.62 0.13
C3 -0.06 0.26 2.14
C4 0.35 -1.11 1.72
C5 0.68 -1.15 -0.52
H1 -1.25 1.68 -0.13
H2 -1.72 -0.09 0.53
H3 -0.92 1.84 1.68
H4 -1.06 0.36 2.73
H5 0.78 0.78 2.86
H6 0.64 -1.82 2.58
H7 -0.54 -1.57 1.53
H8 1.62 0.10 0.67
H9 1.39 -1.39 -1.44
H10 0.21 -2.03 -0.55
N1 -0.13 1.25 1.16
N2 1.42 -1.08 0.79
S1 -0.42 0.60 -2.44

For the lowest unoccupied orbital energy, the calculation gives -0.367 eV. Its charge is 0. As for the orbital gap: 8.31 eV. Its SMILES is S=C1CNCCNC1.

Atomic partial charges in e from the Mulliken method, atoms 1 to 8:
1 C 0.081
2 C -0.301
3 C -0.581
4 C -0.834
5 C -0.805
6 H 0.446
7 H 0.255
8 H 0.388

=====

R:
Formula: C5H10N2S
Source: the Open Molecules 2025 dataset
Level of theory: the ωB97M-V functional and the def2-TZVPD basis

Cartesian coordinates (Å):
C1 -0.77 -1.33 2.04
C2 -0.64 -1.20 0.55
C3 0.10 -0.41 -0.14
C4 -0.30 -0.02 -1.55
C5 1.40 0.12 0.40
H1 -1.92 -1.24 2.43
H2 -0.14 -2.13 2.29
H3 -0.08 -0.56 2.38
H4 -1.35 -1.76 0.07
H5 0.65 -0.14 -2.30
H6 -1.03 -0.71 -2.12
H7 -1.37 1.73 -0.82
H8 -1.17 1.65 -2.65
H9 0.98 1.70 -0.78
H10 2.25 1.92 0.58
N1 -0.80 1.39 -1.73
N2 1.61 1.26 -0.28
S1 2.58 -0.26 1.63

For the lowest unoccupied orbital energy, the calculation gives 0.000 eV. Its charge is 0. As for the orbital gap: 8.37 eV. Its SMILES is C/C=C(/CN)C(N)=S.

Atomic partial charges in e from the Mulliken method, atoms 1 to 8:
1 C -1.116
2 C -0.279
3 C 0.530
4 C -0.815
5 C -0.092
6 H 0.277
7 H 0.382
8 H 0.324

=====

S:
Formula: C5H10N2S
Source: the Open Molecules 2025 dataset
Level of theory: the ωB97M-V functional and the def2-TZVPD basis

Cartesian coordinates (Å):
C1 1.20 1.53 -0.05
C2 1.64 -0.65 -0.94
C3 0.27 -0.46 1.04
C4 -1.11 -0.71 0.39
C5 -3.56 0.21 -0.19
H1 0.95 2.10 0.89
H2 2.18 1.92 -0.35
H3 0.46 1.78 -0.80
H4 1.80 -1.70 -0.66
H5 2.59 -0.31 -1.36
H6 0.89 -0.60 -1.74
H7 0.14 0.18 1.93
H8 0.62 -1.46 1.38
H9 -1.71 -1.32 1.07
H10 -1.03 -1.25 -0.54
N1 1.32 0.11 0.23
N2 -4.63 -0.23 -0.38
S1 -2.01 0.86 0.08

For the lowest unoccupied orbital energy, the calculation gives 0.714 eV. Its charge is 0. As for the orbital gap: 9.65 eV. Its SMILES is CN(C)CCSC#N.

Atomic partial charges in e from the Mulliken method, atoms 1 to 8:
1 C -1.012
2 C -0.966
3 C -1.092
4 C -0.439
5 C 0.273
6 H 0.300
7 H 0.329
8 H 0.376

=====

Energy ordering: S at the bottom, the next structure 29.9 kJ/mol above.